Entry 1:
Entry from OMol25: a single C7H15NOS molecule at a distorted geometry (ωB97M-V/def2-TZVPD).

Output
E_LUMO ... 0.791 eV
Molar mass ... 161.3 g mol⁻¹
Energy above the lowest of the compared OMol25 structures with the same formula, charge and spin ... 138.39 kcal per mole

Positions of all 25 atoms, in Å:
C -0.1646 0.5296 1.6556
C -1.5193 0.8538 1.2759
C -1.8245 0.5101 -1.7180
C 1.1909 -0.7458 -0.0157
C 0.9179 -2.1297 0.5749
C 2.1535 -0.6495 -1.1260
C 1.1263 1.6157 0.0405
N 0.9002 0.4320 0.5898
O -3.6040 -0.3885 0.0055
S -2.1685 -0.4049 -0.0731
H 0.1630 1.2524 2.3114
H -0.2352 -0.4315 2.2680
H -2.2017 0.9049 2.1442
H -1.5440 1.9019 0.6453
H -1.3554 1.4494 -1.4209
H -2.7718 0.7520 -2.2855
H 1.8117 -2.8189 0.3847
H -0.0895 -2.6342 0.2770
H 0.9377 -2.3341 1.6857
H 2.9607 0.1484 -1.1098
H 1.6109 -0.2388 -1.9751
H 2.5688 -1.6257 -1.3663
H 0.5189 2.4422 0.3969
H 1.7613 1.7477 -0.8228
H -1.1434 -0.1385 -2.3422

Entry 2:
Entry from OMol25: a 2-piece molecular cluster, C7H15P overall at a distorted geometry (ωB97M-V/def2-TZVPD).

Output
E_LUMO (spin up / spin down) ... 0.615 / 0.639 eV
Molar mass ... 130.2 g mol⁻¹
Energy above the lowest of the compared OMol25 structures with the same formula, charge and spin ... 118.86 kcal per mole

Positions of all 23 atoms, in Å:
C -3.1226 -0.4523 -0.1889
C -2.1232 -1.1638 0.2583
C 1.0572 -1.4007 0.7898
C 0.8295 -0.2399 -1.4418
C 2.2029 0.9319 0.1873
C -0.0302 0.7414 0.9145
C 0.9991 0.0288 0.0562
P -0.8033 2.1948 0.2292
H -4.0584 -0.9526 -0.5999
H -2.9808 0.5678 -0.4171
H -1.6424 -1.9771 0.7096
H 0.2754 -1.3660 1.5279
H 1.9861 -1.6279 1.2505
H 0.7408 -2.0531 -0.0912
H 1.5704 -1.0276 -1.8654
H -0.1261 -0.6800 -1.7114
H 0.7294 0.7376 -1.9872
H 2.2534 1.2823 1.2254
H 3.0747 0.4731 -0.2329
H 2.1545 1.8609 -0.3434
H 0.0416 0.6591 1.9406
H -2.0043 1.9299 0.8436
H -1.0238 1.5333 -1.0536

Entry 3:
Entry from OMol25: a 2-piece molecular cluster, C7H15P overall at a distorted geometry (ωB97M-V/def2-TZVPD).

Output
E_LUMO ... 1.018 eV
SMILES ... C=CP(C)C.C=CC
Molar mass ... 130.2 g mol⁻¹
Energy above the lowest of the compared OMol25 structures with the same formula, charge and spin ... 44.28 kcal per mole

Positions of all 23 atoms, in Å:
C 0.9320 -0.7674 -0.3239
C 1.2852 -2.0836 -0.4174
C -3.6975 0.7821 -0.5039
C -2.7453 0.0901 0.0444
C -2.7583 -0.6671 1.4211
C 1.3577 1.8549 -0.0759
C 3.5494 -0.1122 -0.3948
P 2.0365 0.2572 0.6635
H 0.1465 -0.1814 -0.8518
H 2.0199 -2.5091 0.1336
H 0.5850 -2.7076 -0.9076
H -3.5714 1.5870 -1.2559
H -4.6821 0.6525 0.0191
H -1.7773 0.2995 -0.3753
H -1.9454 -0.1463 1.8956
H -2.4178 -1.7112 1.3544
H -3.5877 -0.4484 2.0436
H 1.8199 2.7323 0.3881
H 1.5824 1.8734 -1.0802
H 0.3269 1.6621 -0.0209
H 4.4741 0.1810 0.0544
H 3.5224 -1.1440 -0.6506
H 3.5446 0.5063 -1.1598

Entry 4:
Entry from OMol25: C7H15PS as an isolated structure at a distorted geometry (ωB97M-V/def2-TZVPD).

Output
E_LUMO ... 0.661 eV
Molar mass ... 162.2 g mol⁻¹
Energy above the lowest of the compared OMol25 structures with the same formula, charge and spin ... 55.26 kcal per mole

Positions of all 24 atoms, in Å:
C 1.1848 2.4625 0.0153
C 2.0834 3.7142 0.6324
C 0.3031 1.5552 0.9641
C -0.2123 -1.5620 0.1170
C -1.7721 -3.3164 -0.5427
C -0.3304 -2.5966 -2.3813
C -0.8178 -2.4760 -0.8935
P -1.3568 0.0104 0.5187
S -1.7473 -0.4937 2.5785
H 0.6107 2.9907 -0.6625
H 1.7060 1.7652 -0.6115
H 2.8704 3.4339 1.2860
H 2.6379 4.1946 -0.2777
H 0.7368 1.0251 1.7544
H -0.4428 2.1752 1.3436
H -0.0056 -2.0507 1.0437
H 0.6955 -1.0669 -0.1796
H 1.3635 4.2858 1.2737
H -2.4292 -3.8209 -1.2017
H -2.1016 0.7977 2.7847
H -2.3067 -3.1592 0.3720
H 0.6483 -2.9437 -2.2741
H -0.9913 -3.2881 -2.9312
H -0.3266 -1.6363 -2.7282

Entry 5:
Entry from OMol25: C7H16 as an isolated structure (ωB97M-V/def2-TZVPD).

Output
E_LUMO ... 0.908 eV
Molar mass ... 100.2 g mol⁻¹
Energy above the lowest of the compared OMol25 structures with the same formula, charge and spin ... 96.14 kcal per mole

Positions of all 23 atoms, in Å:
C 2.5016 -0.3484 -0.8950
C 1.6859 0.0425 0.3341
C 0.2948 -0.6121 0.3939
C -0.3155 -0.4618 1.7965
C -0.5473 -0.2809 -0.8158
C -1.1942 1.8317 -0.3400
C -1.9295 -0.8689 -0.8498
H 2.7140 -1.4249 -0.8962
H 3.4605 0.1807 -0.9178
H 1.9493 -0.1175 -1.8104
H 2.2411 -0.2214 1.2445
H 1.5627 1.1348 0.3645
H 0.4447 -1.6957 0.2206
H 0.3119 -0.9593 2.5448
H -0.3832 0.5955 2.0795
H -1.3183 -0.8967 1.8645
H -0.5836 1.0223 -1.0416
H -1.7719 2.3506 -1.1097
H -1.8550 1.4471 0.4337
H -0.4272 2.4820 0.0858
H -2.5399 -0.4094 -1.6338
H -1.7923 -1.9204 -1.1404
H -2.5083 -0.8698 0.0882

Entry 6:
Entry from OMol25: C7H16BBr6Na5O3 as an isolated structure at a distorted geometry (ωB97M-V/def2-TZVPD).

Output
Spin multiplicity ... 2
E_LUMO (spin up / spin down) ... -4.063 / -3.982 eV
Molar mass ... 753.4 g mol⁻¹
Net charge ... +1

Positions of all 38 atoms, in Å:
Na -2.6821 -18.9748 2.4301
Na -2.2963 -16.8991 5.2363
Na -4.6587 -19.1936 6.5738
Na -0.0351 -21.2085 2.6065
Na -3.6770 -21.8466 4.8473
C -1.6395 -19.9222 4.8206
O -1.4002 -21.1400 4.6466
O -2.6820 -19.5395 5.3071
O -0.9955 -19.1555 4.0987
B -2.4342 -21.0773 1.1120
H -2.4588 -21.9591 0.4907
H -2.8935 -21.2120 2.0790
H -1.3944 -20.8349 1.2686
H -2.9038 -20.2373 0.6240
Br -0.0924 -25.4208 5.3757
C -1.1030 -24.4292 6.8183
C -0.3378 -24.1495 8.1031
Br -0.0724 -25.8770 9.0573
H -1.9714 -25.0378 7.0705
H -1.3930 -23.4849 6.3575
H -1.0228 -23.5027 8.6514
H 0.6213 -23.6454 7.9836
Br 2.1676 -19.6424 2.8027
C 2.3643 -17.6498 3.2253
C 1.0735 -16.9389 3.7998
Br 1.2747 -15.0229 4.0795
H 2.5956 -17.2161 2.2525
H 3.1946 -17.6012 3.9298
H 0.6639 -17.4446 4.6742
H 0.2985 -16.9902 3.0351
Br 1.3095 -20.8606 8.8198
C 1.5281 -20.7033 6.9384
C 1.4563 -19.2657 6.4107
Br 2.5680 -18.0329 7.5146
H 0.7463 -21.3172 6.4911
H 2.4813 -21.0861 6.5738
H 0.4116 -18.9930 6.5602
H 1.7611 -19.1457 5.3711

Entry 7:
Entry from OMol25: C7H16BF4N12ORuS as an isolated structure (ωB97M-V/def2-TZVPD).

Output
E_LUMO (spin up / spin down) ... -7.865 / -7.928 eV
Molar mass ... 504.2 g mol⁻¹
Energy above the lowest of the compared OMol25 structures with the same formula, charge and spin ... 24.44 kcal per mole
Net charge ... +1

Positions of all 43 atoms, in Å:
Ru 0.3005 0.0799 -0.1857
N -1.1364 1.1970 0.9273
N -2.4252 1.1151 0.3484
C -2.7387 0.0696 -0.3812
N -3.9768 -0.1497 -0.7822
S -1.5000 -1.0887 -0.7859
H -1.2015 0.7992 1.8987
H -0.9026 2.1854 1.0031
H -3.0969 1.8282 0.6001
H -4.7567 0.3967 -0.4484
H -4.1754 -0.9166 -1.4053
N 1.6091 0.4172 -3.2709
C 1.9672 -0.6838 -2.5816
N 2.7886 -1.6320 -3.0286
N 2.8856 -2.4828 -2.0402
N 2.1425 -2.1121 -1.0066
N 1.5600 -0.9724 -1.3230
C 0.8221 1.3964 -2.8159
N 0.5167 2.5043 -3.4792
N -0.2934 3.1609 -2.6738
N -0.4796 2.5308 -1.5421
N 0.2032 1.3847 -1.5918
H 1.9974 0.5313 -4.2051
F -1.3796 0.0503 3.2624
B -0.3983 0.7909 4.0715
F 0.2396 1.6647 3.1197
F 0.5286 -0.1171 4.5477
F -1.0482 1.5046 5.0253
C -0.5014 -2.9298 1.8169
C 0.7731 -2.2551 2.2309
O 0.9553 -0.9702 1.5573
C 2.1910 -0.3362 1.9697
C 2.3629 0.9151 1.1282
H -0.5901 -3.8539 2.3889
H -0.4872 -3.2037 0.7615
H -1.3694 -2.3114 2.0444
H 1.6426 -2.8644 1.9767
H 0.7723 -2.0207 3.2952
H 3.0134 -1.0353 1.8072
H 2.0978 -0.0982 3.0262
H 2.7854 0.7198 0.1399
H 3.0427 1.6169 1.6121
H 1.4293 1.5154 1.1043

Entry 8:
Entry from OMol25: a 2-piece molecular cluster, C7H16BN2O3S overall at a distorted geometry (ωB97M-V/def2-TZVPD).

Output
E_LUMO ... -3.152 eV
Molar mass ... 219.1 g mol⁻¹
Energy above the lowest of the compared OMol25 structures with the same formula, charge and spin ... 0.00 kcal per mole
Net charge ... +1

Positions of all 30 atoms, in Å:
B 0.4676 3.1057 -1.4631
C -0.3132 0.9248 0.3536
C -2.1890 0.1835 -1.1345
C -2.1638 0.0650 -2.5877
C -0.9319 2.2335 -1.5110
C 1.1420 -2.4656 1.3557
C 0.5823 -1.4066 0.4171
C -0.2916 -0.3154 1.1930
N -1.0922 1.1286 -0.6788
N 0.3442 0.0594 2.4264
O 0.3875 1.9441 0.7470
O 0.2971 4.4033 -1.1244
O 1.5949 2.4623 -1.7092
S -1.6212 1.8417 -3.1158
H -3.0849 0.6047 -0.6412
H -2.1510 -0.8100 -0.6291
H -1.3947 -0.5943 -3.0133
H -3.1198 0.0013 -3.0476
H -1.6878 3.4225 -1.0820
H 1.9851 -3.0430 0.9012
H 0.4031 -3.2192 1.5053
H 1.5925 -2.2143 2.3866
H 1.2879 -0.9118 -0.2594
H 0.0068 -2.0170 -0.2517
H -1.3368 -0.6378 1.2519
H 0.7331 1.6638 1.5988
H 0.8738 -0.6012 2.8523
H -0.2860 0.4501 3.0851
H 0.9751 5.0314 -0.9100
H 2.4095 2.8387 -1.3809

Entry 9:
Entry from OMol25: a 2-piece molecular cluster, C7H16BN3O7 overall at a distorted geometry (ωB97M-V/def2-TZVPD).

Output
E_LUMO ... -1.206 eV
Molar mass ... 265.0 g mol⁻¹

Positions of all 34 atoms, in Å:
O -2.4295 -2.3673 -3.6659
C -1.8912 -1.3793 -3.8861
O -0.5436 -1.2433 -3.7121
C -0.0744 -1.7748 -2.4748
C 1.0924 -0.9185 -1.9515
C 0.8362 -0.5731 -0.4810
C 0.7194 -1.8416 0.3846
N 0.6817 -1.6093 1.8326
C 0.5123 -0.2082 2.2353
B -1.0396 0.2378 2.3416
O -1.9430 -0.6529 2.9036
O -1.4201 1.4484 1.9221
C 1.3718 0.8147 1.4329
N 1.8875 0.2752 0.1278
H -2.4096 -0.4879 -4.2523
H 0.2253 -2.8186 -2.5786
H -0.9040 -1.7900 -1.7658
H 2.0469 -1.4224 -2.1054
H 1.0427 0.0159 -2.5176
H -0.1339 -0.0712 -0.4551
H 1.6150 -2.4471 0.1790
H -0.1245 -2.4599 0.0757
H 1.4637 -2.0221 2.3184
H 0.8802 -0.1414 3.2640
H -2.2119 -1.2590 2.1976
H -0.8199 2.1476 2.2407
H 0.8683 1.7626 1.2438
H 2.2505 1.0706 2.0289
H 2.7864 -0.2037 0.1931
H 2.0353 1.0885 -0.4767
N -1.5987 4.7131 0.8458
O -0.8666 5.3986 0.1104
O -2.8024 4.5811 0.5939
O -1.1028 4.1376 1.8509